This record from the Open Molecules 2025 dataset describes a cluster of 2 separate species, CH6N3O3S in total in a non-equilibrium geometry. The level of theory is wB97M-V/def2-TZVPD.

Total charge: +1
Energy relative to the best compared isomer or geometry (same formula, charge and spin): 65.2 kJ/mol
Gap between HOMO and LUMO: 10.4 eV

Atoms and positions in Å:
C  2.5601  -0.0032  0.0986
N  3.0437  0.8763  0.6913
N  -2.1257  -0.8101  0.1491
N  2.0707  -0.6300  -0.8526
O  -0.6733  1.1838  0.6141
O  -0.3887  -0.1813  -1.4242
O  -3.1877  -0.1672  0.8187
S  -1.4505  0.5223  -0.6990
H  3.6317  1.5112  1.1358
H  -0.8822  2.0755  0.6963
H  -2.5728  -1.5469  -0.5044
H  2.4207  -1.5613  -1.0655
H  0.9647  -0.4767  -1.1427
H  -3.4107  -0.7924  1.4845

This record from the Open Molecules 2025 dataset describes a cluster of 2 separate species, CH6N3O4 in total in a non-equilibrium geometry. The level of theory is wB97M-V/def2-TZVPD.

Total charge: +1
Energy relative to the best compared isomer or geometry (same formula, charge and spin): 0.0 kJ/mol
Gap between HOMO and LUMO: 10.6 eV

Atoms and positions in Å:
C  -0.9145  -0.9456  0.8020
N  -0.9892  0.1614  0.0487
N  2.4079  0.9340  0.3945
N  -1.3489  -2.0699  0.2557
O  -1.0889  1.3705  0.6805
O  -1.1536  0.0978  -1.3148
O  3.5447  0.8627  -0.1075
O  1.5410  1.5991  -0.2551
H  -1.6863  -1.9657  -0.7553
H  -0.9989  -2.9121  0.5800
H  -0.3934  2.0312  0.3978
H  -2.0544  0.2320  -1.6843
H  3.7267  1.4746  -0.9494
H  -0.5922  -0.8702  1.9072

This record from the Open Molecules 2025 dataset describes a cluster of 3 separate species, CH6N3PS in total in a non-equilibrium geometry. The level of theory is wB97M-V/def2-TZVPD.

Energy relative to the best compared isomer or geometry (same formula, charge and spin): 138.4 kJ/mol
Gap between HOMO and LUMO: 8.8 eV
SMILES: NP=S.C#N.N

Atoms and positions in Å:
N  -2.6965  1.1156  -1.4701
P  -1.3109  1.3370  -0.5262
S  -1.8955  0.6075  1.1525
H  -3.4203  0.6370  -0.9130
H  -2.9165  1.5667  -2.3200
C  1.7392  -0.6312  -1.5515
N  0.6027  -0.5014  -1.4914
H  2.7454  -0.7662  -1.8392
N  2.0448  -0.7168  2.0621
H  2.0235  -0.4146  3.0767
H  2.0589  -1.7338  2.0678
H  1.0252  -0.4998  1.7524

This record from the Open Molecules 2025 dataset describes the molecule CH6N4 in a non-equilibrium geometry. The level of theory is wB97M-V/def2-TZVPD.

Energy relative to the best compared isomer or geometry (same formula, charge and spin): 184.8 kJ/mol
Gap between HOMO and LUMO: 8.9 eV
SMILES: N/N=C/NN

Atoms and positions in Å:
N  -2.3267  -0.2593  0.0717
N  -1.0010  -0.5966  -0.2379
C  -0.1874  0.3704  -0.0429
N  1.2378  0.4288  -0.2370
N  1.9306  -0.7890  -0.0640
H  -2.7058  0.6099  -0.2902
H  -2.8882  -1.0075  -0.2450
H  -0.5343  1.4035  0.2633
H  1.6177  1.3201  0.1791
H  2.8944  -0.5608  -0.3363
H  1.9630  -0.9195  0.9391

This record from the Open Molecules 2025 dataset describes the molecule CH6N4O in a non-equilibrium geometry. The level of theory is wB97M-V/def2-TZVPD.

Energy relative to the best compared isomer or geometry (same formula, charge and spin): 582.4 kJ/mol
Gap between HOMO and LUMO: 8.2 eV
SMILES: N/N=C\N([NH3+])[O-]

Atoms and positions in Å:
N  -1.9859  -0.8310  -0.0415
N  -0.9009  -1.5303  0.3236
C  0.2527  -0.9729  0.4593
N  0.5155  0.3876  0.6549
N  1.5246  0.9901  -0.6034
O  -0.4959  1.2715  0.4403
H  -1.9021  0.1890  0.0727
H  -2.8342  -1.2801  0.2751
H  1.0861  -1.6159  0.7085
H  0.7402  1.7698  -0.5879
H  1.5464  0.4193  -1.4463
H  2.4536  1.2029  -0.2553

This record from the Open Molecules 2025 dataset describes the ion CH6N4O with charge +2 in a non-equilibrium geometry. The level of theory is wB97M-V/def2-TZVPD.

Total charge: +2
Energy relative to the best compared isomer or geometry (same formula, charge and spin): 104.8 kJ/mol
Gap between HOMO and LUMO (spin up / spin down): 8.8 / 8.8 eV
SMILES: N/[NH+]=C\[N+](N)=O

Atoms and positions in Å:
N  -1.9744  0.8977  -0.0920
N  -1.3319  -0.2623  0.0337
C  -0.0466  -0.5501  0.0763
N  1.1258  0.2995  -0.0524
N  2.1450  -0.3994  -0.0762
O  1.1311  1.4887  -0.0174
H  -1.3436  1.6510  0.1604
H  -3.0596  0.9495  -0.0993
H  -1.9575  -1.0505  -0.0575
H  0.2081  -1.6822  0.1217
H  3.0348  -0.0078  -0.1889
H  2.0687  -1.3343  0.1915

This record from the Open Molecules 2025 dataset describes a cluster of 2 separate species, CH6N4O3S in total in a non-equilibrium geometry. The level of theory is wB97M-V/def2-TZVPD.

Energy relative to the best compared isomer or geometry (same formula, charge and spin): 272.1 kJ/mol
Gap between HOMO and LUMO (spin up / spin down): 9.2 / 5.0 eV

Atoms and positions in Å:
C  -0.9180  0.1917  -0.0603
N  -0.8374  1.2902  0.8331
N  -1.9461  0.2223  -0.9665
N  -0.5846  -1.9774  -0.6013
N  -0.4344  -0.9806  0.2162
O  3.7611  -0.1841  -0.4140
O  2.0522  1.4632  0.0908
O  2.0016  -0.7037  1.2627
S  2.4284  0.0825  0.0738
H  -1.4654  2.0792  0.4408
H  0.0499  1.5416  1.0648
H  -2.0841  1.2643  -1.2605
H  -1.6803  -0.5022  -1.6377
H  -0.5266  -2.7983  -0.0425
H  0.1837  -0.9886  1.0005

This record from the Open Molecules 2025 dataset describes the ion CH6N5 with charge +1 in a non-equilibrium geometry. The level of theory is wB97M-V/def2-TZVPD.

Total charge: +1
Energy relative to the best compared isomer or geometry (same formula, charge and spin): 471.2 kJ/mol
Gap between HOMO and LUMO: 10.0 eV

Atoms and positions in Å:
C  -0.8183  1.1605  -0.3684
N  -2.0926  0.7738  0.3447
N  -2.3008  -0.3979  0.2311
N  -1.4836  -1.2251  -0.1558
N  -0.0646  -0.0250  -0.6672
N  0.8610  -0.4508  0.3208
H  -1.0023  1.7582  -1.2604
H  -0.3141  1.7155  0.4169
H  -1.8315  -2.0555  -0.7446
H  1.2955  -1.4482  0.3453
H  0.4652  -0.1753  1.4108
H  1.4967  0.3991  0.2200

This record from the Open Molecules 2025 dataset describes a cluster of 2 separate species, CH6NO in total in a non-equilibrium geometry. The level of theory is wB97M-V/def2-TZVPD.

Total charge: -1
Energy relative to the best compared isomer or geometry (same formula, charge and spin): 25.8 kJ/mol
Gap between HOMO and LUMO: 7.1 eV

Atoms and positions in Å:
C  -0.8264  -1.6076  -0.1053
O  -0.0883  -0.4702  0.2257
H  -0.1583  -2.4280  -0.3663
H  -1.4403  -1.9354  0.7230
H  -1.4680  -1.4619  -0.9862
N  0.9343  1.9637  -0.1419
H  1.3285  1.1690  0.2606
H  -0.0008  1.6316  -0.3441
H  0.8638  2.6865  0.5329

This record from the Open Molecules 2025 dataset describes a cluster of 2 separate species, CH6NO in total in a non-equilibrium geometry. The level of theory is wB97M-V/def2-TZVPD.

Total charge: -1
Energy relative to the best compared isomer or geometry (same formula, charge and spin): 34.9 kJ/mol
Gap between HOMO and LUMO: 6.7 eV

Atoms and positions in Å:
O  1.3594  0.7652  -2.2722
H  1.0890  1.5922  -1.8509
C  -0.7693  -0.0974  0.8599
N  0.4887  -0.6447  0.3672
H  -1.4374  0.4121  0.1400
H  -0.6676  0.5268  1.7735
H  -1.2950  -0.9922  1.2301
H  0.2559  -1.5617  0.0302
H  0.9762  -0.0003  -0.2778

This record from the Open Molecules 2025 dataset describes a cluster of 2 separate species, CH6NO in total. The level of theory is wB97M-V/def2-TZVPD.

Total charge: +1
Energy relative to the best compared isomer or geometry (same formula, charge and spin): 9.5 kJ/mol
Gap between HOMO and LUMO: 11.2 eV

Atoms and positions in Å:
O  -0.4664  0.6318  0.6686
C  -1.0883  0.7804  1.6942
H  -0.6040  1.1445  2.6012
H  -2.1653  0.6011  1.7417
N  0.8617  -0.6395  -1.3345
H  0.2879  -0.5818  -2.1802
H  1.0206  -1.6151  -1.0826
H  1.7681  -0.2146  -1.5373
H  0.3857  -0.1068  -0.5712

This record from the Open Molecules 2025 dataset describes a cluster of 2 separate species, CH6NO in total. The level of theory is wB97M-V/def2-TZVPD.

Total charge: +1
Energy relative to the best compared isomer or geometry (same formula, charge and spin): 7.4 kJ/mol
Gap between HOMO and LUMO: 11.4 eV

Atoms and positions in Å:
N  1.3824  0.8165  0.5497
H  0.4907  0.3798  0.2077
H  1.2658  1.0147  1.5472
H  2.1683  0.1644  0.4672
H  1.5805  1.6943  0.0729
O  -0.8994  -0.3712  -0.1509
C  -1.7378  -1.0308  -0.7179
H  -1.4606  -1.7558  -1.5012
H  -2.7898  -0.9119  -0.4748